Here is an isolated molecule of C7H14S in a non-equilibrium geometry from the OMol25 dataset. Energies are from ωB97M-V/def2-TZVPD.

As for the gap between HOMO and LUMO: 9.47 eV. The value obtained for the molar mass is 130.26 Da. As for the HOMO energy: -8.49 eV. Its SMILES is CSC[C@H]1CC[C@@H]1C. The energy is -18320.510 eV. The calculation puts the energy above the lowest of the compared OMol25 structures with the same formula, charge and spin at 79.04 kJ/mol.

Atoms and positions in Å:
1 C 2.348 0.532 1.399
2 S 0.625 1.116 1.607
3 C -0.246 -0.467 1.314
4 C -0.917 -0.694 -0.061
5 C -1.987 0.317 -0.522
6 C -1.444 0.203 -1.940
7 C -0.124 -0.417 -1.403
8 C 0.584 -1.547 -2.075
9 H 2.496 0.257 0.339
10 H 3.009 1.380 1.628
11 H 2.512 -0.314 2.056
12 H -1.015 -0.523 2.029
13 H 0.354 -1.325 1.532
14 H -1.336 -1.725 0.007
15 H -3.044 0.039 -0.333
16 H -1.830 1.341 -0.157
17 H -1.359 1.136 -2.517
18 H -2.042 -0.501 -2.489
19 H 0.637 0.361 -1.258
20 H 1.447 -1.950 -1.494
21 H 0.978 -1.188 -3.054
22 H -0.090 -2.394 -2.274

Results of the natural (NBO) charge analysis, in e, for atoms 1 through 5: number 1, C, carries -0.73; number 2, S, carries 0.16; number 3, C, carries -0.52; number 4, C, carries -0.21; number 5, C, carries -0.41